{
  "formula": "C20H40O19S4",
  "method": "wB97M-V/def2-TZVPD",
  "e_tot_ev": -103622.6026,
  "largest_force_ev_per_a": 5.26,
  "lumo_energy_ev": 0.02,
  "smiles": "O=S1(=O)OCCO1.O=S1(=O)OCCO1.O=S1(=O)OCCO1.O=S1(=O)OCCO1.C1CCOC1.C1CCOC1.C1CCOC1",
  "homo_lumo_gap_ha": 0.3455,
  "homo_ev": -9.4,
  "species": ["C", "H", "O", "H", "C", "H", "O", "H", "O", "C", "H", "H", "H", "H", "H", "C", "H", "O", "O", "C", "C", "O", "H", "H", "H", "C", "H", "H", "O", "H", "O", "H", "O", "S", "H", "H", "O", "S", "H", "C", "H", "C", "C", "O", "C", "H", "H", "H", "H", "H", "H", "C", "C", "C", "H", "C", "S", "H", "O", "O", "O", "O", "H", "H", "C", "S", "C", "O", "H", "H", "C", "H", "O", "O", "H", "C", "H", "H", "H", "O", "C", "H", "H"],
  "xyz": [[-4.02236, 1.48140, -3.75373], [3.55562, -1.92180, 5.90179], [0.83150, -2.83063, -0.51392], [0.18182, -0.45974, 4.83712], [6.08929, 2.23032, 0.64471], [-1.78488, -2.70924, -7.30801], [-4.59712, 0.58760, -2.87501], [-3.55461, -2.24656, -7.08194], [6.19807, -1.25589, 0.29133], [-1.78693, 4.26250, 2.27492], [2.62456, -0.42317, 6.20688], [-5.58666, 2.88754, -4.45149], [-3.92043, -3.78666, -5.48451], [2.49212, -2.59904, 0.77857], [-2.64342, -3.65946, -3.39297], [-2.18805, -3.25224, -4.29569], [-2.77495, 3.85020, 2.07015], [-1.82386, 5.65758, 1.94090], [1.68736, -0.46804, 3.56137], [-2.84071, -3.67272, -5.58108], [2.96915, -0.78868, 4.01950], [6.47529, 1.20946, -0.28863], [0.12385, -1.73918, 3.57221], [0.57058, 1.04547, 1.86037], [-2.99600, 1.62650, -3.41662], [-4.82853, 2.77849, -3.67596], [-1.09850, -3.25265, -4.26422], [-4.14605, 3.62804, -3.65177], [-0.52588, 5.38709, 3.79349], [-0.70257, -3.89311, -1.41196], [0.61276, 6.49967, 1.70834], [1.75575, 2.40989, 0.80600], [5.09661, -0.23199, -1.70269], [-1.07106, 1.86360, -1.05193], [0.65143, -6.04294, 0.04997], [3.26242, -1.55841, 3.30562], [-2.31052, -1.54881, -5.69068], [-5.47149, 1.33412, -1.64857], [-2.23280, 4.26001, 4.42626], [-1.36967, 4.28068, 3.76092], [2.05599, 1.25979, -0.58575], [0.37566, -5.00545, 0.23885], [0.29428, -4.09520, -1.02010], [-4.72031, 1.47882, -0.39823], [4.86190, 1.73061, 1.36069], [-2.34571, -4.50713, -6.07789], [-0.80573, 3.36356, 3.93111], [5.73659, 3.14179, 0.16210], [2.47426, -4.78955, 0.79842], [0.92822, -2.30677, 6.18825], [1.58156, -3.04490, 4.66959], [1.48429, -4.44313, 1.09514], [1.45428, -2.93110, 0.80512], [2.77309, -1.26207, 5.52696], [0.47782, -0.17469, 0.46797], [0.75054, -1.21355, 4.29268], [-0.63380, 6.53007, 2.57987], [5.18156, 1.34344, 2.32817], [-0.91652, 1.27583, 0.48705], [-2.03611, 2.95571, -1.14320], [4.35898, 0.56412, 0.69183], [-6.80916, 0.78728, -1.58825], [0.89096, -2.35618, 1.54013], [-1.88866, -1.17583, -3.80761], [-2.62519, -2.58609, -6.62476], [5.48021, -0.13581, -0.32395], [0.33171, 0.84810, 0.81534], [-5.58310, 2.71118, -2.47532], [1.44632, -4.60030, 2.17309], [3.41315, 0.17291, 3.76199], [1.32272, 1.74667, 0.05719], [-1.11428, 3.58734, 1.74595], [-1.13954, 7.83365, 3.04588], [0.40291, 2.51362, -0.87684], [-3.60457, -1.57566, -4.05668], [-2.58275, -1.82116, -4.34602], [-0.57574, -5.06950, 0.76690], [0.98066, -4.33892, -1.83101], [6.86947, 2.42032, 1.38182], [-1.05866, 0.84246, -2.07356], [1.51142, -2.14566, 5.28159], [-3.97812, 1.06147, -4.75861], [4.07864, 2.47067, 1.52480]]
}